[1]
Below is a single C3H6F2N2 molecule, with properties calculated with ωB97M-V/def2-TZVPD.

Element x y z (Å)
C: 0.59316 -0.78535 0.18404
C: -0.80684 -0.00973 0.55248
C: -0.84388 1.59046 -1.12241
N: 0.75067 -0.66892 -1.20125
N: -0.72787 1.24752 0.18198
F: -1.99785 1.20995 -1.67582
F: 0.04433 2.10697 0.85618
H: 1.31773 -0.34494 0.85513
H: 0.39617 -1.86433 0.55098
H: -1.59749 -0.63446 -0.07757
H: -0.96107 -0.21828 1.57808
H: -0.54298 2.61954 -1.45549
H: 1.28355 0.11156 -1.30722

Forces on the atoms, in the same order (eV/Å):
C -1.3 -1.8 0.2
C -0.4 -5.9 -0.4
C 0.6 0.9 -0.6
N -1.8 -2.3 1.1
N -2.3 3.2 -2.6
F -0.2 -0.3 -0.2
F 1.3 0.5 1.2
H 0.6 0.3 0.0
H 0.2 1.5 -0.7
H 1.5 1.9 1.3
H -0.4 0.3 1.2
H -0.1 -1.2 0.6
H 2.3 2.8 -1.0

Results
ΔE to the lowest compared entry with this formula, charge and spin	6.3875	eV
charge	0
HOMO energy (alpha / beta)	-7.8 / -8.9	eV

---

[2]
Below is 2 unconnected molecules or ions with the total composition C35H65N3O3P, with properties calculated with ωB97M-V/def2-TZVPD.

Element x y z (Å)
C: 9.05922 -3.55499 -0.20549
C: 8.88860 -2.03238 -0.74610
C: 8.09616 -1.17559 0.34601
C: 7.28653 0.08876 -0.27806
C: 5.90931 0.18338 0.53896
C: 5.19990 1.63590 0.45691
C: 4.02630 1.62350 -0.63433
C: 2.68561 2.40578 -0.15341
C: 1.54294 1.94743 -1.21858
C: 0.05315 2.24754 -0.73516
C: -0.77874 0.98384 -0.22467
C: -0.78237 -0.27488 -1.20412
C: -1.16499 -1.67233 -0.52475
C: -1.11826 -1.85237 1.05615
O: -1.91534 -1.01067 1.90503
C: 0.27975 -1.98944 1.81851
C: 0.39089 -2.93192 3.01668
C: 1.79601 -2.88695 3.61743
C: 2.84085 -1.98106 3.01678
N: 2.79725 -1.12042 1.89610
C: 1.48839 -1.20249 1.37528
C: -1.67673 -3.38256 1.09992
O: -2.40246 -3.93281 1.94582
N: -1.18091 -4.02148 -0.15081
C: -0.67773 -3.05822 -1.23177
O: -1.51143 -3.44447 -2.32856
C: -0.92133 -3.41301 -3.62719
C: -0.89938 -1.97768 -4.35512
P: 1.17530 -3.41838 -1.14564
C: 1.30581 -5.28942 -1.56531
C: 2.18224 -2.49366 -2.45595
C: 3.18893 -3.45832 -3.29617
H: 9.94808 -4.09097 -0.67912
H: 9.25539 -3.56204 0.92796
H: 8.13626 -4.19588 -0.41119
H: 8.37364 -2.11414 -1.75537
H: 9.96399 -1.63089 -0.82752
H: 8.77668 -0.78163 1.16774
H: 7.29899 -1.87814 0.79046
H: 7.89581 1.05054 -0.19041
H: 7.12753 -0.18320 -1.38573
H: 5.24641 -0.66648 0.16631
H: 6.09872 -0.03304 1.65178
H: 4.83714 1.91519 1.49615
H: 6.01244 2.34421 0.05355
H: 4.33249 2.09591 -1.64020
H: 3.80625 0.52371 -0.87626
H: 2.82844 3.52933 -0.32518
H: 2.41026 2.14525 0.91949
H: 1.77757 0.86264 -1.46130
H: 1.69481 2.52904 -2.20184
H: 0.10567 2.98619 0.14738
H: -0.50077 2.80384 -1.56533
H: -0.44628 0.76616 0.84253
H: -1.87673 1.33377 -0.14551
H: 0.17214 -0.43475 -1.79988
H: -1.60183 -0.06473 -1.98749
H: -2.29768 -1.73977 -0.75219
H: -2.78566 -1.42157 2.08643
H: -0.41477 -3.59932 3.44343
H: 2.04701 -3.53197 4.51810
H: 3.85612 -1.98147 3.55599
H: 1.32129 -0.55075 0.44235
H: -2.09423 -4.29633 -0.56017
H: 0.11883 -3.85474 -3.73578
H: -1.59504 -4.06367 -4.30072
H: -0.23689 -2.12310 -5.28922
H: -0.40204 -1.15398 -3.75561
H: -1.91580 -1.65268 -4.75733
H: 2.40503 -5.59136 -1.60616
H: 0.79273 -5.81521 -0.67948
H: 0.71886 -5.55772 -2.50090
H: 1.58387 -1.82942 -3.15717
H: 2.88673 -1.78530 -1.87862
H: 3.74104 -2.87504 -4.11042
H: 2.65708 -4.33530 -3.78120
H: 3.99171 -3.77711 -2.54048
C: -4.92592 0.73670 1.17031
C: -6.12837 1.38696 0.49961
C: -5.85427 2.75670 -0.13593
C: -5.01880 3.77086 0.64116
N: -5.65172 4.50832 1.82477
C: -6.51623 5.68833 1.38102
C: -7.90354 5.11176 1.18921
C: -7.99893 3.94152 2.16115
C: -6.59581 3.71319 2.71147
C: -4.49865 5.02921 2.66936
H: -4.50324 1.36178 1.95981
H: -5.22415 -0.20698 1.63414
H: -4.14042 0.52233 0.44099
H: -6.95034 1.44810 1.21597
H: -6.48992 0.71561 -0.28569
H: -6.79477 3.19192 -0.47890
H: -5.29209 2.55524 -1.05642
H: -4.68586 4.55296 -0.04639
H: -4.10761 3.29150 1.01019
H: -6.52160 6.41534 2.19732
H: -6.09178 6.14659 0.48754
H: -8.04254 4.77312 0.16100
H: -8.67752 5.85933 1.37292
H: -8.39346 3.05688 1.65809
H: -8.68975 4.16378 2.97771
H: -6.27081 2.67761 2.77769
H: -6.53836 4.13939 3.71665
H: -3.87225 5.66004 2.03792
H: -3.93760 4.17082 3.04338
H: -4.89845 5.60638 3.50366

Forces on the atoms, in the same order (eV/Å):
C 0.2 0.1 0.2
C 1.0 -1.1 1.3
C -0.8 0.2 -1.0
C 0.1 -1.2 0.6
C 0.3 0.5 0.2
C 0.6 -0.9 -1.3
C -0.4 0.4 0.4
C 0.2 -0.8 -2.0
C 0.4 0.8 0.3
C 0.1 0.1 0.1
C -0.4 0.6 0.0
C -0.2 -0.2 -0.2
C -1.6 1.1 -1.0
C 0.7 -2.5 1.4
O -0.3 -0.2 -1.0
C 2.0 -0.5 1.4
C 4.0 2.7 -1.3
C -1.5 1.5 -2.4
C 0.0 -0.6 0.7
N -4.6 -3.2 2.1
C -0.7 -0.1 -0.1
C 0.2 -0.3 -0.5
O 2.1 1.9 -2.6
N -2.3 0.7 1.2
C -1.0 0.2 2.4
O 1.3 0.7 -0.4
C -0.5 0.5 -2.5
C 0.6 -0.5 -0.7
P 0.8 -0.7 0.1
C -0.9 0.0 0.3
C 1.2 0.5 -1.1
C 0.1 0.7 0.6
H -1.2 0.8 0.5
H -0.4 0.1 -1.6
H 1.1 1.0 0.3
H 0.6 0.6 1.2
H -1.7 -0.4 -0.3
H -0.8 -0.8 -1.0
H 1.2 1.1 -0.4
H -0.8 -1.3 -0.2
H 0.0 0.8 1.6
H 0.6 1.2 0.6
H 0.0 0.2 -1.6
H 0.4 -0.1 -1.5
H -1.2 -0.7 1.1
H -0.2 -0.7 1.6
H 0.0 1.5 0.5
H -0.1 -1.5 0.8
H 0.3 0.4 -1.4
H -0.7 1.2 0.3
H 0.0 -0.9 1.5
H -0.1 -1.0 -1.3
H 0.6 -0.9 1.0
H -0.4 -0.1 -1.5
H 1.6 -0.6 0.1
H -0.9 0.6 1.0
H 1.4 -0.4 1.0
H 1.5 -0.1 0.6
H 0.7 -0.1 -0.3
H 1.0 1.1 -0.8
H -0.2 1.1 -1.4
H -1.7 -0.1 -0.9
H 0.3 -1.1 1.5
H 0.9 -0.9 0.2
H -1.2 0.5 0.8
H 1.0 0.8 1.3
H -1.0 0.2 1.3
H -0.8 -1.0 -0.6
H 1.3 -0.4 0.9
H -1.6 0.5 -0.1
H 0.9 0.8 -1.4
H 1.0 0.1 1.0
H 0.6 -1.0 0.8
H -1.2 -1.0 -0.7
H -0.9 -0.7 1.1
H 0.8 1.0 0.7
H -1.2 0.0 -1.3
C 0.0 -0.1 -0.1
C -0.1 -0.1 0.2
C -0.2 -0.2 -0.2
C 0.0 -0.2 -0.2
N 0.5 0.7 0.5
C 0.0 -0.1 0.0
C -0.3 0.2 -0.5
C -0.5 -0.5 0.1
C 0.0 0.0 0.1
C -0.3 -0.2 -0.3
H 0.1 -0.1 0.0
H 0.1 0.1 -0.1
H 0.1 0.0 0.1
H 0.0 0.0 0.0
H 0.0 0.2 0.0
H 0.0 0.1 0.0
H 0.1 0.2 0.1
H -0.1 0.0 0.2
H -0.2 0.0 0.1
H 0.2 -0.1 -0.1
H 0.1 -0.1 0.2
H 0.0 0.1 0.1
H 0.2 0.0 0.0
H 0.1 0.1 0.1
H 0.2 -0.1 0.0
H 0.0 0.1 -0.1
H 0.2 0.0 -0.2
H 0.0 -0.1 0.1
H 0.0 0.2 -0.1
H 0.0 -0.1 -0.2

Results
ΔE to the lowest compared entry with this formula, charge and spin	7.1719	eV
charge	+1
HOMO energy	-9.6	eV

---

[3]
Below is a molecular structure, C9H12N, with properties calculated with ωB97M-V/def2-TZVPD.

Element x y z (Å)
C: 1.73435 -2.09040 0.07708
C: 1.82096 -0.83090 -0.52672
C: -0.49641 0.26616 -0.86063
C: 0.55070 -0.14164 -1.40116
C: 4.25156 -1.59339 -0.72848
C: 2.97741 -2.42563 -0.62368
C: -2.30173 -0.40490 0.69541
C: -1.53185 2.00462 0.42145
C: -1.67755 0.61803 -0.20670
N: 3.05486 -1.25082 -1.36588
H: 0.85558 -2.62638 0.32121
H: 2.28828 -0.16919 0.32269
H: 0.79021 -0.08787 -2.43482
H: 4.60303 -1.19215 0.21356
H: 5.02097 -1.74033 -1.42814
H: -1.52351 -0.86222 1.43270
H: -3.11909 -0.00898 1.37186
H: -2.60088 -1.19425 0.03400
H: -2.13666 1.95793 1.28934
H: -0.58761 2.25883 0.79178
H: -1.70061 2.71013 -0.28209
H: -2.45059 0.69686 -1.03080

Forces on the atoms, in the same order (eV/Å):
C 1.3 -2.6 -1.9
C 1.5 3.5 1.2
C 0.1 -1.0 -0.3
C 1.6 -0.4 1.1
C 0.3 -0.7 2.2
C -0.6 0.5 0.6
C 1.1 -1.7 2.6
C 0.1 -2.1 1.2
C -0.9 1.8 -0.3
N -3.2 1.2 -1.1
H -0.2 -0.7 0.8
H -1.3 -0.1 -1.9
H 0.2 -0.1 -0.9
H -0.2 0.6 0.1
H 0.8 -1.0 -0.7
H -1.2 0.8 -1.2
H 0.8 -0.3 -1.3
H -0.7 -0.7 0.2
H -1.1 0.8 0.5
H 1.9 -0.2 0.5
H -1.3 2.5 -1.9
H 0.8 0.1 0.2

Results
ΔE to the lowest compared entry with this formula, charge and spin	8.4247	eV
charge	+1
HOMO energy (alpha / beta)	-12.6 / -12.6	eV

---

[4]
Below is a molecular structure, C24H30N4NiO13PS, with properties calculated with ωB97M-V/def2-TZVPD.

Element x y z (Å)
Ni: 1.17345 0.74322 -0.35755
O: 2.10380 4.45422 -1.41942
C: 1.44574 3.48388 -1.07929
O: 1.85529 2.26747 -1.19889
C: 0.03376 3.72945 -0.55794
C: -0.38742 5.04015 -0.53714
C: -1.67902 5.38509 -0.15301
C: -2.59731 4.40695 0.18144
C: -2.19297 3.09584 0.14262
C: -0.85103 2.68688 -0.15633
O: -0.53177 1.45734 -0.01038
N: -3.21934 2.08972 0.39307
O: -3.18045 1.06276 -0.25241
O: -4.09624 2.35104 1.20506
N: -2.08809 6.77333 -0.12912
O: -1.27760 7.62179 -0.45797
O: -3.24287 7.02855 0.18323
H: 0.32161 5.79879 -0.83653
H: -3.61003 4.66162 0.45358
C: -6.79745 -1.85586 0.44655
C: -5.41382 -1.27939 0.63351
O: -4.45798 -2.18849 0.05587
P: -2.95848 -2.14035 0.73270
O: -2.18385 -2.89036 -0.49300
C: -1.92009 -2.06189 -1.63928
C: -1.86244 -2.94345 -2.86454
O: -3.00071 -3.39210 1.76712
C: -3.49710 -4.67255 1.35243
C: -4.56653 -5.12928 2.32028
H: -7.54343 -1.18727 0.87851
H: -6.87991 -2.83030 0.93006
H: -7.01887 -1.98036 -0.61399
H: -5.19953 -1.12862 1.69551
H: -5.31524 -0.30842 0.14581
H: -0.97627 -1.53620 -1.48250
H: -2.70170 -1.30531 -1.74401
H: -1.08662 -3.70321 -2.75307
H: -1.63592 -2.34508 -3.74757
H: -2.81783 -3.44654 -3.01631
H: -2.65524 -5.36859 1.34484
H: -3.89050 -4.61467 0.33723
H: -4.16984 -5.18644 3.33427
H: -4.94070 -6.11496 2.03738
H: -5.40164 -4.42831 2.31650
C: 8.71724 2.97464 -1.06670
C: 7.47934 2.19071 -0.72219
C: 7.12694 1.95192 0.60233
C: 5.98061 1.23824 0.91565
C: 5.17591 0.75394 -0.10214
C: 5.50411 0.98638 -1.42769
C: 6.65319 1.69934 -1.72872
S: 3.70977 -0.15000 0.32453
O: 4.12976 -1.43304 0.84545
O: 2.92662 -0.24511 -0.94112
O: 2.96692 0.68633 1.25969
H: 9.18145 3.39027 -0.17261
H: 8.47969 3.80042 -1.73903
H: 9.45668 2.34590 -1.56774
H: 7.74976 2.34194 1.39909
H: 5.69871 1.07112 1.94733
H: 4.83969 0.63777 -2.20537
H: 6.90046 1.89647 -2.76576
C: 1.29825 -2.86996 -0.84741
C: 0.84251 -2.16551 0.37792
N: 0.54094 -0.88712 0.52216
C: 0.10897 -0.72144 1.82344
C: 0.15058 -1.90934 2.46710
N: 0.60146 -2.81238 1.53749
H: 1.52765 -2.14506 -1.61994
H: 0.51666 -3.55296 -1.18842
H: 2.21158 -3.42941 -0.64454
H: -0.21439 0.24076 2.17491
H: -0.12551 -2.19622 3.46413
H: 0.77655 -3.78867 1.69092

Forces on the atoms, in the same order (eV/Å):
Ni -0.2 0.1 -0.9
O 0.0 0.0 0.0
C -0.2 0.0 0.0
O -0.2 -0.5 0.4
C 0.1 0.0 0.0
C 0.0 0.1 0.0
C 0.1 -0.2 0.1
C 0.0 0.1 0.0
C 0.1 -0.1 0.0
C -0.1 0.2 0.0
O 0.6 -0.2 -0.1
N 0.0 0.0 0.0
O -0.1 -0.1 -0.1
O 0.0 0.0 0.0
N -0.2 0.1 -0.3
O 0.0 0.0 0.1
O 0.1 0.0 0.1
H 0.0 0.0 0.0
H 0.0 0.0 0.0
C 0.0 0.0 0.0
C 0.0 0.0 -0.1
O -0.1 0.0 0.1
P 0.1 0.4 0.3
O 0.0 0.0 -0.1
C 0.0 0.0 -0.1
C 0.0 0.0 0.0
O -0.1 -0.2 -0.1
C 0.0 -0.1 0.0
C 0.0 0.0 0.0
H 0.0 0.0 0.0
H 0.0 0.0 0.0
H 0.0 0.0 0.0
H 0.0 0.0 0.0
H 0.0 0.0 0.0
H -0.1 0.0 0.0
H 0.0 0.0 0.0
H 0.0 0.0 0.0
H 0.0 0.0 0.0
H 0.0 0.0 0.0
H 0.0 0.0 0.0
H 0.0 0.0 0.0
H 0.0 0.0 0.0
H 0.0 0.0 0.0
H 0.0 0.0 0.0
C 0.0 0.0 0.0
C 0.0 0.0 0.0
C 0.0 0.0 0.0
C 0.0 0.0 0.1
C -0.1 -0.1 -0.1
C 0.0 0.0 0.0
C 0.0 0.0 0.0
S -0.1 0.3 0.4
O 0.0 0.0 -0.2
O -0.6 0.1 0.1
O 0.4 -0.1 0.3
H 0.0 0.0 0.0
H 0.0 0.0 0.0
H 0.0 0.0 0.0
H 0.0 0.0 0.0
H 0.0 0.0 0.0
H 0.0 0.0 0.0
H 0.0 0.0 0.0
C 0.1 0.1 0.1
C -0.1 0.0 0.0
N 0.3 0.0 0.2
C -0.1 0.1 0.0
C -0.1 0.1 0.1
N 0.2 -0.1 -0.2
H 0.0 0.1 -0.1
H 0.1 0.0 0.0
H 0.0 0.0 0.0
H 0.0 0.0 0.0
H 0.0 0.0 0.0
H -0.1 0.0 0.0

Results
ΔE to the lowest compared entry with this formula, charge and spin	0.2282	eV
charge	-1
HOMO energy	-5.9	eV

---

| no. | DFT total energy (eV) |
| --- | --- |
| 1 | -11616.946 |
| 2 | -57237.698 |
| 3 | -11001.437 |
| 4 | -119120.960 |